[1]
# C8H14OS

A single C8H14OS molecule (the ωB97M-V functional and the def2-TZVPD basis, OMol25).

Properties
Kohn-Sham gap (alpha / beta) ... 4.80 / 9.41 eV
Spin multiplicity ... 1
Total energy ... -786.4180 hartree
Energy relative to the best compared isomer or geometry (same formula, charge and spin) ... 138.9 kcal per mole
M ... 158.27 g/mol
Lowest unoccupied orbital energy (alpha / beta) ... -1.85 / 0.55 eV
Largest force on an atom ... 4.838 eV Å⁻¹
Highest occupied orbital energy (alpha / beta) ... -6.65 / -8.86 eV

The geometry in XYZ format:
```
24
C8H14OS (the ωB97M-V functional and the def2-TZVPD basis)
C 1.004 1.110 -0.278
C 2.173 0.507 -0.372
C -0.188 0.345 -0.943
C -0.841 -0.775 -0.115
C 0.941 2.618 -0.252
C -1.055 -0.473 1.315
C -2.268 -0.990 -0.771
C 2.998 -1.493 0.623
O 3.017 -0.473 -0.389
S 0.115 -2.305 -0.264
H -0.928 1.107 -1.182
H 0.296 -0.181 -1.854
H 0.426 2.996 -1.181
H 1.942 3.049 -0.232
H 0.453 2.857 0.671
H -0.149 -0.442 1.818
H -1.762 -1.199 1.911
H -1.486 0.553 1.289
H -2.980 -1.082 0.106
H -2.325 -1.673 -1.518
H -2.647 -0.030 -1.093
H 2.637 -1.056 1.625
H 4.070 -1.905 0.508
H 2.344 -2.353 0.429
```

Mulliken atomic charge list, values in e, 6 entries: number 1, C, carries 1.28; number 2, C, carries -0.67; number 3, C, carries -1.03; number 4, C, carries 1.27; number 5, C, carries -1.45; number 6, C, carries -1.64



[2]
# C5H15NO2

2 unconnected molecules or ions with the total composition C5H15NO2 (the ωB97M-V functional and the def2-TZVPD basis, OMol25).

Properties
Kohn-Sham gap ... 9.86 eV
Spin multiplicity ... 1
Total energy ... -404.6353 hartree
Energy relative to the best compared isomer or geometry (same formula, charge and spin) ... 75.2 kcal per mole
M ... 121.18 g/mol
Lowest unoccupied orbital energy ... 0.65 eV
Largest force on an atom ... 5.053 eV Å⁻¹
Highest occupied orbital energy ... -9.21 eV
SMILES string ... NCCCCCO.O

The geometry in XYZ format:
```
23
C5H15NO2 (the ωB97M-V functional and the def2-TZVPD basis)
N 0.832 -1.670 -2.483
C 1.096 -1.518 -1.009
C -0.083 -0.759 -0.285
C -0.407 0.540 -0.893
C 0.463 1.654 -0.282
C 0.324 1.620 1.243
O -0.972 1.311 1.579
H 0.493 -0.740 -2.723
H 0.082 -2.316 -2.778
H 1.207 -2.550 -0.571
H 2.104 -1.081 -0.772
H -1.020 -1.436 -0.223
H 0.116 -0.694 0.777
H -0.262 0.546 -2.089
H -1.400 0.728 -0.921
H 1.447 1.669 -0.488
H 0.043 2.655 -0.810
H 0.867 0.653 1.847
H 0.606 2.596 1.896
H -1.702 1.281 0.927
O -1.015 -1.076 2.668
H -1.778 -1.216 3.151
H -1.041 -0.196 2.240
```

Mulliken atomic charge list, values in e, 6 entries: number 1, N, carries -0.61; number 2, C, carries -0.80; number 3, C, carries 0.11; number 4, C, carries -0.96; number 5, C, carries -0.60; number 6, C, carries -0.34



[3]
# C4H8NO2

A gas-phase ion, C4H8NO2 (charge -1) (the ωB97M-V functional and the def2-TZVPD basis, OMol25).

Properties
Kohn-Sham gap ... 6.57 eV
Spin multiplicity ... 1
Total energy ... -362.4227 hartree
Net charge ... -1
Energy relative to the best compared isomer or geometry (same formula, charge and spin) ... 63.7 kcal per mole
M ... 102.11 g/mol
Lowest unoccupied orbital energy ... 3.91 eV
Largest force on an atom ... 3.079 eV Å⁻¹
Highest occupied orbital energy ... -2.66 eV
SMILES string ... N[C@H](C[O-])CC=O

The geometry in XYZ format:
```
15
C4H8NO2 (the ωB97M-V functional and the def2-TZVPD basis)
N -1.282 -0.876 -0.327
C -0.211 -0.237 0.399
C -0.690 1.002 1.237
O -1.530 1.778 0.502
C 0.997 0.207 -0.455
C 1.496 -0.893 -1.287
O 1.510 -0.967 -2.499
H -2.029 -0.991 0.345
H -1.615 -0.218 -1.023
H 0.183 -0.975 1.129
H 0.223 1.545 1.550
H -1.161 0.566 2.149
H 0.516 1.007 -1.057
H 1.708 0.828 0.086
H 1.886 -1.777 -0.748
```

Mulliken atomic charge list, values in e, 6 entries: number 1, N, carries -0.69; number 2, C, carries 0.05; number 3, C, carries -0.66; number 4, O, carries -0.89; number 5, C, carries -0.77; number 6, C, carries 0.03



[4]
# C37H96N2O12Si

11 unconnected molecules or ions with the total composition C37H96N2O12Si (the ωB97M-V functional and the def2-TZVPD basis, OMol25).

Properties
Kohn-Sham gap ... 9.08 eV
Spin multiplicity ... 1
Total energy ... -2769.2976 hartree
M ... 789.26 g/mol
Lowest unoccupied orbital energy ... 0.49 eV
Largest force on an atom ... 1.664 eV Å⁻¹
Highest occupied orbital energy ... -8.59 eV
SMILES string ... CC(C)=N[Si@](C)(O)CCC(N)=O.CC(C)O.CC(C)O.CC(C)O.CC(C)O.CC(C)O.CC(C)O.CC(C)O.CC(C)O.CC(C)O.CC(C)O

The geometry in XYZ format:
```
148
C37H96N2O12Si (the ωB97M-V functional and the def2-TZVPD basis)
C 0.174 -5.580 3.173
C -0.621 -4.352 3.542
C -2.115 -4.458 3.309
N -0.086 -3.350 4.128
Si -0.009 -1.731 3.641
C 1.105 -0.768 4.765
O -1.535 -1.047 3.618
C 0.662 -1.643 1.897
C -0.335 -2.088 0.816
C 0.299 -2.266 -0.538
N 1.271 -3.265 -0.691
O 0.005 -1.569 -1.486
H 1.220 -5.463 3.475
H 0.101 -5.735 2.087
H -0.251 -6.474 3.646
H -2.563 -3.470 3.164
H -2.378 -5.142 2.494
H -2.487 -4.887 4.251
H 1.491 0.143 4.291
H 0.590 -0.499 5.697
H 1.963 -1.406 5.025
H -1.523 -0.082 3.717
H 0.927 -0.586 1.727
H 1.605 -2.207 1.829
H -0.816 -3.040 1.099
H -1.127 -1.339 0.702
H 1.304 -3.884 0.113
H 2.186 -2.829 -0.813
C 2.268 0.451 -4.003
C 2.912 -0.729 -3.297
C 2.453 -2.064 -3.859
O 2.618 -0.690 -1.894
H 1.181 0.398 -3.900
H 2.606 1.397 -3.582
H 2.508 0.447 -5.068
H 4.000 -0.651 -3.360
H 1.373 -2.149 -3.709
H 2.926 -2.883 -3.315
H 2.663 -2.180 -4.923
H 1.652 -0.732 -1.825
C -3.810 -6.565 7.549
C -2.512 -6.952 6.862
C -1.550 -7.655 7.806
O -1.893 -5.813 6.264
H -3.607 -5.873 8.371
H -4.484 -6.073 6.847
H -4.314 -7.440 7.961
H -2.732 -7.609 6.017
H -1.286 -6.991 8.634
H -0.634 -7.931 7.284
H -1.998 -8.556 8.225
H -1.666 -5.189 6.964
C -3.113 0.626 7.062
C -2.161 -0.513 7.379
C -2.598 -1.290 8.610
O -0.822 -0.033 7.536
H -3.146 1.334 7.895
H -2.781 1.164 6.172
H -4.126 0.261 6.901
H -2.107 -1.186 6.521
H -2.613 -0.633 9.484
H -1.905 -2.109 8.808
H -3.603 -1.694 8.482
H -0.815 0.576 8.283
C -8.247 0.881 8.337
C -7.255 -0.220 8.676
C -7.696 -1.036 9.880
O -5.946 0.315 8.872
H -8.337 1.575 9.177
H -7.914 1.441 7.465
H -9.237 0.471 8.132
H -7.144 -0.882 7.814
H -7.771 -0.392 10.762
H -6.974 -1.824 10.093
H -8.672 -1.492 9.713
H -5.982 0.913 9.627
C 1.655 3.706 -7.513
C 1.259 3.380 -6.083
C -0.009 4.107 -5.664
O 2.328 3.670 -5.184
H 1.858 4.778 -7.608
H 2.559 3.165 -7.794
H 0.862 3.448 -8.216
H 1.103 2.305 -5.978
H 0.143 5.189 -5.720
H -0.274 3.847 -4.640
H -0.845 3.849 -6.316
H 2.511 4.616 -5.235
C -3.134 0.006 -3.524
C -2.048 0.212 -4.569
C -2.106 -0.840 -5.664
O -0.763 0.245 -3.956
H -3.003 -0.965 -3.040
H -3.078 0.778 -2.756
H -4.127 0.031 -3.976
H -2.160 1.205 -5.013
H -1.959 -1.833 -5.227
H -1.330 -0.673 -6.410
H -3.070 -0.833 -6.174
H -0.613 -0.604 -3.517
C 3.522 7.762 -7.751
C 4.683 6.959 -8.317
C 5.711 6.613 -7.250
O 5.297 7.665 -9.394
H 3.882 8.708 -7.340
H 2.798 7.989 -8.535
H 3.009 7.216 -6.955
H 4.305 6.039 -8.768
H 6.130 7.528 -6.824
H 6.525 6.033 -7.685
H 5.266 6.030 -6.441
H 5.647 8.488 -9.032
C 0.294 0.277 -10.358
C -0.863 -0.659 -10.049
C -1.759 -0.876 -11.257
O -1.616 -0.192 -8.931
H -0.087 1.260 -10.652
H 0.927 0.403 -9.480
H 0.905 -0.105 -11.176
H -0.467 -1.621 -9.716
H -2.196 0.075 -11.575
H -2.571 -1.560 -11.012
H -1.198 -1.286 -12.097
H -1.999 0.662 -9.165
C 3.515 9.661 -3.879
C 4.675 8.860 -4.446
C 5.706 8.508 -3.386
O 5.295 9.580 -5.518
H 3.878 10.605 -3.463
H 2.792 9.890 -4.662
H 3.007 9.114 -3.084
H 4.296 7.943 -4.900
H 6.129 9.420 -2.957
H 6.519 7.928 -3.823
H 5.260 7.927 -2.577
H 5.641 10.398 -5.144
C 1.570 -5.016 6.685
C 3.019 -5.039 6.229
C 3.919 -5.785 7.202
O 3.506 -3.720 5.994
H 1.496 -4.503 7.651
H 0.957 -4.482 5.960
H 1.178 -6.027 6.808
H 3.080 -5.519 5.249
H 3.903 -5.292 8.178
H 4.947 -5.798 6.843
H 3.583 -6.814 7.340
H 3.461 -3.235 6.826
```

Mulliken atomic charge list, values in e, 6 entries: number 1, C, carries -1.34; number 2, C, carries 0.64; number 3, C, carries -1.27; number 4, N, carries 0.57; number 5, Si, carries -0.35; number 6, C, carries -0.64



[5]
# C53H146N10O19

15 unconnected molecules or ions with the total composition C53H146N10O19 (the ωB97M-V functional and the def2-TZVPD basis, OMol25).

Properties
Kohn-Sham gap ... 8.71 eV
Spin multiplicity ... 1
Total energy ... -4083.5744 hartree
M ... 1227.80 g/mol
Lowest unoccupied orbital energy ... 0.29 eV
Largest force on an atom ... 2.660 eV Å⁻¹
Highest occupied orbital energy ... -8.41 eV

The geometry in XYZ format:
```
228
C53H146N10O19 (the ωB97M-V functional and the def2-TZVPD basis)
C -5.240 -13.644 -15.817
O -6.035 -14.606 -16.354
H -4.450 -14.108 -15.227
H -4.709 -13.177 -16.647
H -5.823 -12.919 -15.250
H -5.445 -15.311 -16.629
C -1.681 -14.210 -10.124
O -2.948 -13.716 -10.554
H -1.568 -14.122 -9.043
H -1.540 -15.232 -10.476
H -0.872 -13.652 -10.597
H -2.836 -13.316 -11.420
C -5.095 -17.691 -17.766
O -4.452 -16.695 -16.956
H -5.581 -17.319 -18.668
H -4.421 -18.498 -18.051
H -5.803 -18.257 -17.161
H -3.620 -16.555 -17.412
C -3.002 -10.665 -19.483
O -3.147 -12.050 -19.808
H -3.735 -10.380 -18.728
H -1.994 -10.531 -19.089
H -3.129 -10.035 -20.364
H -3.959 -12.162 -20.309
C -7.929 -12.083 -18.524
O -8.311 -11.941 -19.858
H -8.172 -11.175 -17.972
H -8.507 -12.903 -18.098
H -6.853 -12.255 -18.521
H -9.231 -12.205 -19.789
C -8.177 -19.132 -15.048
O -7.852 -17.764 -14.680
C -6.531 -17.657 -14.123
C -6.537 -16.315 -13.338
N -7.376 -16.538 -12.138
C -7.592 -15.353 -11.301
C -8.568 -14.379 -11.988
O -9.883 -15.018 -12.122
C -10.938 -14.080 -12.503
H -8.025 -19.808 -14.207
H -7.582 -19.566 -15.851
H -9.211 -19.218 -15.383
H -5.859 -17.671 -14.981
H -6.270 -18.538 -13.536
H -6.936 -15.526 -13.975
H -5.547 -15.948 -13.069
H -8.298 -16.633 -12.540
H -6.663 -14.805 -11.144
H -7.961 -15.632 -10.314
H -8.316 -14.100 -13.011
H -8.641 -13.435 -11.448
H -10.681 -13.577 -13.436
H -11.264 -13.445 -11.680
H -11.833 -14.691 -12.617
C -4.615 -21.743 -15.991
O -3.595 -20.791 -16.223
C -2.368 -21.280 -16.804
C -1.359 -20.136 -16.853
N -1.718 -19.094 -17.746
C -0.760 -17.982 -17.698
C -1.076 -16.862 -18.668
O -2.188 -16.061 -18.232
C -2.579 -15.115 -19.172
H -4.202 -22.409 -15.233
H -4.847 -22.347 -16.867
H -5.560 -21.265 -15.732
H -2.477 -21.630 -17.830
H -1.980 -22.097 -16.197
H -0.376 -20.535 -17.102
H -1.270 -19.760 -15.834
H -2.677 -18.832 -17.566
H 0.194 -18.421 -17.990
H -0.731 -17.639 -16.664
H -1.283 -17.317 -19.637
H -0.237 -16.171 -18.746
H -1.772 -14.415 -19.391
H -3.499 -14.623 -18.856
H -2.738 -15.608 -20.131
C -11.846 -19.873 -13.662
O -11.809 -18.748 -14.544
C -11.311 -17.511 -14.004
C -11.060 -16.419 -15.113
N -12.337 -15.780 -15.497
C -12.086 -14.833 -16.567
C -13.352 -14.098 -16.971
O -14.271 -15.127 -17.408
C -15.527 -14.613 -17.764
H -12.267 -20.694 -14.243
H -12.578 -19.638 -12.890
H -10.894 -20.190 -13.235
H -10.388 -17.717 -13.462
H -11.955 -17.132 -13.211
H -10.496 -16.827 -15.951
H -10.435 -15.643 -14.671
H -12.951 -16.419 -15.982
H -11.744 -15.497 -17.360
H -11.309 -14.097 -16.357
H -13.151 -13.393 -17.779
H -13.785 -13.553 -16.132
H -15.556 -13.700 -18.359
H -15.967 -14.216 -16.849
H -16.204 -15.363 -18.171
C -14.037 -10.100 -15.813
O -12.719 -10.509 -15.371
C -11.796 -10.052 -16.336
C -10.419 -10.718 -16.119
N -9.872 -10.579 -14.776
C -8.622 -11.326 -14.762
C -7.723 -10.956 -13.571
O -8.363 -11.234 -12.380
C -7.667 -10.614 -11.271
H -14.659 -10.438 -14.985
H -14.474 -10.571 -16.694
H -14.260 -9.036 -15.898
H -11.567 -8.999 -16.173
H -12.130 -10.120 -17.372
H -9.695 -10.353 -16.847
H -10.532 -11.777 -16.349
H -9.596 -9.613 -14.666
H -8.100 -11.132 -15.698
H -8.772 -12.405 -14.785
H -7.344 -9.940 -13.683
H -6.807 -11.546 -13.589
H -6.674 -11.013 -11.068
H -8.333 -10.805 -10.429
H -7.722 -9.531 -11.380
C -4.079 -13.614 -22.365
C -5.582 -13.229 -22.004
C -6.222 -14.363 -21.260
O -6.473 -15.347 -22.276
C -7.286 -16.433 -21.861
N -5.488 -11.967 -21.219
H -3.561 -12.720 -22.712
H -3.971 -14.378 -23.134
H -3.456 -13.929 -21.528
H -6.223 -13.147 -22.882
H -7.220 -14.080 -20.924
H -5.615 -14.784 -20.459
H -8.325 -16.169 -21.663
H -6.909 -16.880 -20.941
H -7.324 -17.252 -22.579
H -5.325 -11.186 -21.839
H -6.366 -11.818 -20.744
C 0.450 -20.476 -13.535
C -0.570 -20.232 -12.488
C -1.984 -19.757 -12.939
O -1.936 -18.513 -13.581
C -3.165 -17.974 -14.083
N -0.739 -21.556 -11.856
H 0.012 -21.133 -14.286
H 1.349 -20.948 -13.136
H 0.817 -19.561 -14.000
H -0.168 -19.505 -11.783
H -2.602 -19.633 -12.049
H -2.458 -20.519 -13.557
H -3.356 -18.584 -14.966
H -3.144 -16.965 -14.495
H -4.027 -18.111 -13.430
H 0.106 -21.935 -11.453
H -0.992 -22.195 -12.597
C -10.785 -18.777 -20.552
C -9.878 -19.300 -19.343
C -9.563 -18.193 -18.311
O -8.810 -17.130 -18.904
C -8.449 -16.139 -17.955
N -10.658 -20.324 -18.657
H -10.446 -17.936 -21.157
H -11.783 -18.522 -20.195
H -10.812 -19.590 -21.278
H -8.929 -19.740 -19.651
H -8.869 -18.674 -17.622
H -10.493 -17.881 -17.834
H -8.050 -16.520 -17.016
H -9.286 -15.463 -17.781
H -7.655 -15.524 -18.379
H -11.394 -19.959 -18.069
H -11.178 -20.969 -19.235
C -2.959 -19.857 -7.490
C -2.467 -19.557 -8.944
C -2.857 -18.100 -9.446
O -4.264 -18.027 -9.623
C -4.610 -16.702 -9.934
N -1.025 -19.833 -8.984
H -2.698 -19.138 -6.713
H -2.563 -20.789 -7.089
H -4.018 -20.114 -7.527
H -2.895 -20.218 -9.698
H -2.368 -17.857 -10.390
H -2.590 -17.370 -8.682
H -4.161 -15.954 -9.280
H -5.691 -16.608 -9.834
H -4.361 -16.431 -10.960
H -0.809 -20.472 -8.232
H -0.833 -20.354 -9.828
C -3.742 -10.302 -11.912
C -3.836 -11.346 -13.066
C -3.792 -10.710 -14.476
O -5.105 -10.185 -14.700
C -5.389 -9.855 -16.058
N -2.674 -12.188 -12.991
H -3.403 -10.749 -10.977
H -4.567 -9.591 -11.869
H -2.868 -9.687 -12.127
H -4.733 -11.955 -12.950
H -3.537 -11.495 -15.188
H -3.029 -9.940 -14.587
H -5.450 -10.652 -16.799
H -4.675 -9.110 -16.409
H -6.403 -9.460 -16.115
H -2.536 -12.861 -13.731
H -1.853 -11.610 -12.883
C 0.309 -14.287 -13.025
C -0.577 -15.209 -13.893
C -0.997 -14.666 -15.348
O -1.410 -13.286 -15.402
C -1.575 -12.827 -16.714
N 0.000 -16.499 -14.051
H -0.166 -13.312 -12.913
H 1.234 -14.110 -13.573
H 0.495 -14.713 -12.039
H -1.455 -15.273 -13.250
H -1.864 -15.249 -15.659
H -0.183 -14.887 -16.038
H -2.454 -13.288 -17.164
H -0.689 -12.893 -17.346
H -1.752 -11.755 -16.800
H 0.432 -16.743 -13.171
H -0.815 -17.075 -14.203
```

Mulliken atomic charge list, values in e, 6 entries: number 1, C, carries 0.41; number 2, O, carries 1.16; number 3, H, carries -0.13; number 4, H, carries -0.18; number 5, H, carries -0.51; number 6, H, carries -0.47